(1)
The following is a DFT calculation (the ωB97M-V functional and the def2-TZVPD basis) of a structure of composition C21H27As2N5Pt.

Structure (XYZ):
```
56
C21H27As2N5Pt (the ωB97M-V functional and the def2-TZVPD basis)
Pt 0.589 0.041 -0.559
C 4.018 -0.812 -1.507
As 2.825 -0.827 0.008
C 3.041 -2.527 0.879
C 3.319 0.561 1.229
C 4.220 0.291 2.254
C 4.623 1.307 3.112
C 4.107 2.588 2.968
C 3.188 2.863 1.963
C 2.796 1.860 1.082
As 1.582 2.278 -0.339
C 0.522 3.791 0.195
C 2.552 2.817 -1.922
H 4.976 -1.192 -1.147
H 4.150 0.207 -1.861
H 3.646 -1.454 -2.302
H 4.111 -2.685 1.021
H 2.653 -3.313 0.234
H 2.535 -2.526 1.841
H 4.632 -0.701 2.391
H 5.344 1.099 3.892
H 4.419 3.376 3.641
H 2.796 3.869 1.875
H 0.140 3.647 1.202
H -0.291 3.928 -0.515
H 1.169 4.670 0.161
H 3.495 3.248 -1.587
H 1.963 3.572 -2.442
H 2.740 1.980 -2.590
N -4.108 -0.467 -0.576
C -2.979 -0.956 0.171
N -1.797 -0.876 -0.745
C -2.394 -0.533 -2.028
C -1.813 -0.476 -3.250
C -2.657 -0.152 -4.346
C -4.042 0.102 -4.185
C -4.635 0.039 -2.954
C -3.796 -0.297 -1.863
H -5.045 -0.392 -0.194
H -1.884 -0.677 1.982
H -0.765 -0.689 -3.420
H -2.227 -0.102 -5.339
H -4.631 0.339 -5.062
H -5.693 0.222 -2.814
N -4.736 -1.605 3.027
C -3.627 -1.826 2.374
C -2.926 -0.681 1.656
N -2.453 -2.164 -0.341
C -1.819 -3.159 0.346
C -2.232 -3.597 1.618
N -3.112 -3.048 2.418
H -5.146 -0.685 3.127
H -5.170 -2.369 3.542
H -3.364 0.289 1.890
H -1.044 -3.687 -0.194
H -1.767 -4.509 1.982
```

## Properties
**Multiplicity**: 5
**Molecular weight**: 694.4 g/mol
**Energy relative to the best compared isomer or geometry (same formula, charge and spin)**: 209.5 kJ/mol
**Charge**: +4
**Frontier orbital gap (alpha / beta)**: 7.45 / 5.14 eV
**HOMO (alpha / beta)**: -19.24 / -19.92 eV
**Expectation value of S²**: 6.0450
**LUMO energy (alpha / beta)**: -11.79 / -14.79 eV

---

(2)
The following is a DFT calculation (the ωB97M-V functional and the def2-TZVPD basis) of a cluster of 3 separate species, C4H15NO3 in total at a distorted geometry.

Structure (XYZ):
```
23
C4H15NO3 (the ωB97M-V functional and the def2-TZVPD basis)
C -1.379 1.306 1.300
C -0.085 1.053 0.540
O 0.136 1.923 -0.543
C -0.197 -0.419 -0.032
C 0.877 -0.604 -1.161
N 1.933 -1.521 -0.673
H -2.227 1.166 0.648
H -1.368 2.308 1.751
H -1.519 0.564 2.091
H 0.786 1.172 1.207
H -0.408 2.711 -0.443
H 0.034 -1.193 0.711
H -1.226 -0.631 -0.329
H 0.400 -1.158 -1.964
H 1.312 0.328 -1.511
H 2.135 -2.241 -1.340
H 1.890 -1.789 0.293
O -0.822 -0.275 -3.485
H -0.245 0.165 -4.152
H -1.604 0.278 -3.656
O 0.486 -1.338 3.821
H 1.239 -0.753 3.791
H -0.147 -1.054 3.136
```

## Properties
**Molecular weight**: 125.2 g/mol
**Energy relative to the best compared isomer or geometry (same formula, charge and spin)**: 132.3 kJ/mol
**Frontier orbital gap**: 8.92 eV
**HOMO**: -8.34 eV
**SMILES**: C[C@H](O)CCN.O.O
**LUMO energy**: 0.57 eV

---

(3)
The following is a DFT calculation (the ωB97M-V functional and the def2-TZVPD basis) of an isolated molecule of C5H6 at a distorted geometry.

Structure (XYZ):
```
11
C5H6 (the ωB97M-V functional and the def2-TZVPD basis)
C -3.121 -0.096 -0.036
C -1.912 0.039 -0.019
C -0.501 0.410 0.008
C 0.567 -0.406 -0.043
C 1.995 0.057 -0.001
H -4.168 -0.356 0.139
H -0.370 1.478 -0.044
H 0.447 -1.482 -0.043
H 2.037 1.079 -0.437
H 2.370 -0.030 1.074
H 2.657 -0.693 -0.599
```

## Properties
**Molecular weight**: 66.1 g/mol
**Energy relative to the best compared isomer or geometry (same formula, charge and spin)**: 164.7 kJ/mol
**Frontier orbital gap**: 10.05 eV
**HOMO**: -8.97 eV
**SMILES**: C#C/C=C/C
**LUMO energy**: 1.08 eV

---

(4)
The following is a DFT calculation (the ωB97M-V functional and the def2-TZVPD basis) of a cluster of 5 separate species, C39H62BrFIN2O9PS2 in total at a distorted geometry.

Structure (XYZ):
```
118
C39H62BrFIN2O9PS2 (the ωB97M-V functional and the def2-TZVPD basis)
C -2.931 -3.674 -0.268
C -3.626 -2.381 0.155
C -3.040 -1.159 -0.581
I -4.181 -0.880 -2.402
N -2.849 0.071 0.250
C -3.771 1.151 0.063
C -4.926 1.263 0.859
C -5.212 0.238 1.926
C -6.556 -0.489 1.891
C -7.093 -0.905 0.534
F -6.392 -1.647 2.657
C -5.782 2.361 0.705
C -6.987 2.567 1.595
C -5.542 3.344 -0.282
N -6.402 4.443 -0.426
C -4.399 3.211 -1.064
Br -4.012 4.526 -2.388
C -3.526 2.143 -0.887
S -2.098 1.998 -1.908
C -0.975 1.337 -0.709
C 0.371 1.704 -0.794
C 0.803 2.669 -1.871
C 0.452 4.123 -1.559
C 1.433 4.775 -0.565
C 1.053 4.467 0.880
O 1.173 5.637 1.670
C 0.794 5.386 3.007
C 1.270 1.133 0.114
S 3.000 1.548 0.000
C 0.813 0.272 1.139
C 1.853 -0.302 2.082
C 2.293 0.698 3.167
C 3.777 0.591 3.440
O 4.110 -0.733 3.886
C -0.573 -0.012 1.239
P -1.160 -0.958 2.669
O -0.328 -0.846 3.881
O -2.623 -0.428 3.017
O -1.315 -2.461 2.201
C -1.472 0.467 0.259
H -1.866 -3.514 -0.428
H -3.324 -4.095 -1.182
H -3.007 -4.387 0.548
H -4.661 -2.470 -0.155
H -3.640 -2.241 1.227
H -2.054 -1.442 -0.931
H -4.439 -0.515 1.905
H -5.147 0.704 2.910
H -7.330 0.077 2.396
H -6.707 -1.881 0.267
H -6.914 -0.169 -0.242
H -8.172 -1.025 0.619
H -7.252 3.611 1.666
H -7.822 1.967 1.236
H -6.754 2.189 2.585
H -7.366 4.151 -0.372
H -6.225 4.919 -1.300
H 0.319 2.366 -2.800
H 1.862 2.582 -2.060
H 0.400 4.690 -2.484
H -0.537 4.205 -1.119
H 1.393 5.847 -0.727
H 2.427 4.379 -0.746
H 0.026 4.090 0.960
H 1.708 3.683 1.273
H -0.296 5.382 3.091
H 1.153 4.416 3.356
H 1.210 6.165 3.634
H 3.242 1.143 -1.253
H 2.725 -0.520 1.469
H 1.541 -1.238 2.510
H 1.726 0.564 4.081
H 2.135 1.702 2.765
H 4.338 0.799 2.532
H 4.103 1.308 4.193
H 4.753 -1.087 3.272
H -2.523 0.277 3.667
H -1.263 -3.007 2.997
C -0.531 -5.530 -3.348
C -1.973 -5.896 -3.586
C -2.229 -7.164 -4.362
O -2.880 -5.206 -3.179
H -0.481 -4.600 -2.785
H -0.033 -6.319 -2.781
H -0.020 -5.402 -4.303
H -1.796 -8.017 -3.837
H -1.774 -7.089 -5.352
H -3.301 -7.316 -4.469
C 6.492 -2.079 6.268
C 7.468 -2.679 5.287
C 7.674 -4.174 5.361
O 8.055 -2.001 4.477
H 6.432 -1.006 6.110
H 5.502 -2.512 6.118
H 6.820 -2.273 7.291
H 6.729 -4.690 5.185
H 8.049 -4.452 6.347
H 8.394 -4.480 4.605
C 5.069 6.245 -0.586
C 5.425 5.068 -1.461
C 6.846 4.563 -1.383
O 4.608 4.551 -2.187
H 4.024 6.506 -0.732
H 5.229 5.992 0.464
H 5.693 7.103 -0.842
H 7.074 4.247 -0.365
H 7.539 5.355 -1.671
H 6.969 3.718 -2.057
C 3.040 -5.519 -6.750
C 1.660 -5.110 -7.204
C 1.574 -4.257 -8.446
O 0.669 -5.450 -6.601
H 2.963 -6.126 -5.852
H 3.535 -6.097 -7.532
H 3.640 -4.633 -6.534
H 2.012 -4.786 -9.293
H 2.117 -3.323 -8.295
H 0.533 -4.034 -8.662
```

## Properties
**Molecular weight**: 1023.8 g/mol
**Frontier orbital gap**: 8.18 eV
**HOMO**: -7.85 eV
**SMILES**: CC[C@@H](I)N1c2c(C[C@@H](C)F)c(C)c(N)c(Br)c2Sc2c(CCCCOC)c(S)c(CCCO)c(P(=O)(O)O)c21.CC(C)=O.CC(C)=O.CC(C)=O.CC(C)=O
**LUMO energy**: 0.33 eV

---

(5)
The following is a DFT calculation (the ωB97M-V functional and the def2-TZVPD basis) of the ion C3HO3 with charge -1 at a distorted geometry.

Structure (XYZ):
```
7
C3HO3 (the ωB97M-V functional and the def2-TZVPD basis)
O -2.292 -0.129 -0.721
C -1.200 0.399 -0.190
C -0.139 1.015 0.317
C -0.100 2.491 1.041
O 1.090 2.578 1.104
O -1.051 3.183 1.483
H 0.890 0.697 0.306
```

## Properties
**Molecular weight**: 85.0 g/mol
**Energy relative to the best compared isomer or geometry (same formula, charge and spin)**: 132.7 kJ/mol
**Charge**: -1
**Frontier orbital gap**: 8.75 eV
**HOMO**: -4.70 eV
**SMILES**: O=C=CC(=O)[O-]
**LUMO energy**: 4.04 eV

---

(6)
The following is a DFT calculation (the ωB97M-V functional and the def2-TZVPD basis) of a structure of composition C19H40BBrN3O7S2 at a distorted geometry.

Structure (XYZ):
```
73
C19H40BBrN3O7S2 (the ωB97M-V functional and the def2-TZVPD basis)
C -4.718 4.605 1.421
B -4.475 3.980 0.019
O -5.261 4.273 -1.064
S -3.083 2.722 -0.277
O -3.008 2.461 -1.697
O -3.484 1.572 0.528
N -1.698 3.229 0.384
S -1.270 4.708 0.021
O -1.434 5.084 -1.355
O -1.680 5.681 0.998
Br 0.934 4.504 0.371
H -4.450 5.660 1.418
H -4.121 4.097 2.176
H -5.770 4.486 1.683
H -5.738 3.500 -1.371
C -3.153 -3.964 2.658
C -2.481 -4.231 1.287
C -1.166 -3.452 1.132
C -1.321 -1.971 0.786
C -2.250 -1.796 -0.411
C -3.607 -2.460 -0.191
N -3.416 -3.907 0.164
O -3.166 -4.622 -0.878
C -4.366 -1.673 0.886
C -4.449 -2.369 -1.456
C -2.150 -5.719 1.263
H -4.008 -3.301 2.599
H -3.532 -4.895 3.081
H -2.446 -3.535 3.370
H -0.581 -3.924 0.335
H -0.586 -3.569 2.051
H -1.685 -1.405 1.646
H -0.341 -1.554 0.546
H -2.409 -0.735 -0.616
H -1.775 -2.225 -1.301
H -5.321 -2.144 1.132
H -4.566 -0.673 0.503
H -3.803 -1.527 1.804
H -3.942 -2.797 -2.318
H -4.650 -1.320 -1.666
H -5.403 -2.886 -1.325
H -3.058 -6.323 1.257
H -1.583 -5.955 2.165
H -1.549 -5.994 0.399
C 6.553 0.242 -0.346
C 5.305 0.888 0.306
C 4.174 -0.129 0.523
C 3.354 -0.471 -0.720
C 2.873 0.805 -1.409
C 4.024 1.750 -1.746
N 4.818 2.046 -0.505
O 4.200 2.899 0.234
C 4.881 1.128 -2.861
C 3.485 3.061 -2.305
C 5.753 1.380 1.678
H 6.671 0.485 -1.396
H 7.462 0.600 0.139
H 6.533 -0.846 -0.254
H 3.487 0.278 1.271
H 4.602 -1.035 0.958
H 3.934 -1.095 -1.406
H 2.490 -1.069 -0.424
H 2.336 0.564 -2.328
H 2.160 1.320 -0.758
H 5.756 1.746 -3.073
H 4.283 1.073 -3.770
H 5.215 0.115 -2.650
H 2.771 3.531 -1.635
H 2.978 2.862 -3.249
H 4.299 3.764 -2.494
H 6.477 2.190 1.586
H 6.228 0.548 2.200
H 4.920 1.732 2.282
```

## Properties
**Multiplicity**: 3
**Molecular weight**: 577.4 g/mol
**Charge**: -1
**Frontier orbital gap (alpha / beta)**: 8.54 / 8.53 eV
**HOMO (alpha / beta)**: -6.16 / -6.17 eV
**Expectation value of S²**: 2.0082
**LUMO energy (alpha / beta)**: 2.38 / 2.36 eV

---

(7)
The following is a DFT calculation (the ωB97M-V functional and the def2-TZVPD basis) of an isolated molecule of C3HBrClN at a distorted geometry.

Structure (XYZ):
```
7
C3HBrClN (the ωB97M-V functional and the def2-TZVPD basis)
N 2.063 -0.569 -1.499
C 1.215 -0.419 -0.744
C 0.186 -0.260 0.204
Br 0.354 -1.338 1.762
C -0.833 0.589 0.020
Cl -2.092 0.810 1.138
H -0.893 1.186 -0.880
```

## Properties
**Molecular weight**: 166.4 g/mol
**Energy relative to the best compared isomer or geometry (same formula, charge and spin)**: 0.0 kJ/mol
**Frontier orbital gap**: 9.94 eV
**HOMO**: -10.08 eV
**SMILES**: N#C/C(Br)=C/Cl
**LUMO energy**: -0.14 eV

---

(8)
The following is a DFT calculation (the ωB97M-V functional and the def2-TZVPD basis) of a structure of composition C50H52Ge2IIrN2O2Sb at a distorted geometry.

Structure (XYZ):
```
111
C50H52Ge2IIrN2O2Sb (the ωB97M-V functional and the def2-TZVPD basis)
Ir 0.870 0.579 -0.367
C -3.577 -0.652 -1.487
C -3.332 -0.223 -0.081
N -4.338 0.077 0.685
C -4.176 0.451 1.947
C -2.935 0.603 2.526
C -2.851 0.959 3.995
O -1.976 2.019 4.288
C -1.786 0.313 1.743
C -0.491 0.478 2.312
N 0.648 0.101 1.790
C 1.779 0.058 2.594
C 1.640 -0.189 3.970
C 2.726 -0.255 4.814
C 4.009 -0.103 4.314
C 4.186 0.096 2.956
C 3.089 0.163 2.117
I 3.494 0.512 0.038
C -1.984 -0.163 0.411
O -1.024 -0.533 -0.365
H -4.645 -0.713 -1.663
H -3.119 -1.623 -1.673
H -3.126 0.060 -2.179
H -5.086 0.607 2.508
H -2.463 0.096 4.548
H -3.859 1.166 4.368
H -2.372 2.854 4.014
H -0.491 0.987 3.274
H 0.649 -0.327 4.369
H 2.560 -0.431 5.865
H 4.861 -0.159 4.970
H 5.184 0.207 2.561
C 2.065 4.176 -3.036
Ge 1.619 4.879 -1.214
C 0.893 6.741 -1.279
C 3.234 4.795 -0.032
Ge -0.174 2.865 -0.562
C -1.428 3.556 -1.935
C -1.746 2.756 -3.028
C -2.544 3.242 -4.047
C -3.024 4.542 -3.989
C -2.722 5.345 -2.899
C -1.922 4.858 -1.882
C -0.563 3.739 1.186
C -1.741 4.404 1.510
C -1.904 4.974 2.764
C -0.912 4.845 3.726
C 0.253 4.156 3.424
C 0.426 3.626 2.162
H 2.817 4.822 -3.483
H 1.187 4.174 -3.677
H 2.467 3.166 -2.975
H 1.722 7.376 -1.583
H 0.542 7.079 -0.307
H 0.096 6.843 -2.009
H 3.941 5.503 -0.459
H 3.696 3.813 -0.029
H 3.016 5.102 0.987
H -1.366 1.740 -3.069
H -2.784 2.611 -4.889
H -3.625 4.928 -4.798
H -3.103 6.354 -2.847
H -1.675 5.490 -1.040
H -2.534 4.481 0.779
H -2.809 5.516 2.992
H -1.045 5.274 4.707
H 1.011 4.025 4.179
H 1.349 3.115 1.908
C 1.165 -5.812 -1.944
C 0.104 -6.158 -0.949
C -0.210 -7.494 -0.707
C -1.170 -7.857 0.220
C -1.857 -6.885 0.926
C -1.565 -5.551 0.699
C -0.591 -5.203 -0.221
Sb -0.144 -3.087 -0.470
C -0.646 -2.844 -2.586
C -1.796 -3.559 -2.905
C -2.333 -3.490 -4.175
C -1.707 -2.708 -5.134
C -0.572 -1.987 -4.808
C -0.037 -2.012 -3.519
C 1.160 -1.166 -3.203
C 1.957 -3.065 0.190
C 3.008 -3.015 -0.710
C 4.315 -3.085 -0.254
C 4.563 -3.199 1.102
C 3.508 -3.247 1.997
C 2.190 -3.182 1.558
C 1.067 -3.307 2.540
H 1.378 -6.661 -2.587
H 2.087 -5.539 -1.430
H 0.857 -4.977 -2.574
H 0.316 -8.258 -1.259
H -1.384 -8.902 0.388
H -2.613 -7.156 1.647
H -2.103 -4.780 1.237
H -2.264 -4.187 -2.155
H -3.232 -4.037 -4.409
H -2.117 -2.644 -6.130
H -0.091 -1.381 -5.564
H 1.148 -0.255 -3.802
H 2.083 -1.697 -3.444
H 1.172 -0.901 -2.133
H 2.820 -2.950 -1.770
H 5.132 -3.053 -0.959
H 5.577 -3.253 1.464
H 3.707 -3.339 3.055
H 1.411 -3.124 3.557
H 0.669 -4.323 2.494
H 0.263 -2.602 2.308
```

## Properties
**Multiplicity**: 6
**Molecular weight**: 1299.1 g/mol
**Charge**: +2
**Frontier orbital gap (alpha / beta)**: 6.58 / 5.34 eV
**HOMO (alpha / beta)**: -12.17 / -12.93 eV
**Expectation value of S²**: 8.7713
**LUMO energy (alpha / beta)**: -5.59 / -7.59 eV

---

> molecular weight of number 5 (C3HO3)?

85.0 g/mol

---

> Which value of molecular weight does entry 2 give?

125.2 g/mol

---

> molecular weight of number 5 (C3HO3)?

85.0 g/mol

---

> molecular weight of number 8 (C50H52Ge2IIrN2O2Sb)?

1299.1 g/mol